w) # C3H6N3

An isolated ion of composition C3H6N3 and charge +1 (ωB97M-V/def2-TZVPD, the Open Molecules 2025 dataset).

**Spin multiplicity**: 1
**Charge**: +1
**Kohn-Sham gap (spin up / spin down)**: 8.93 / 6.90 eV
**Molar mass**: 84.1 g mol⁻¹
**HOMO (spin up / spin down)**: -15.54 / -13.86 eV

Each atom is followed by the atoms it is bonded to, with distances in Å.
Positions of all 12 atoms, in Å:
1 C -0.7550 -0.3290 1.6969  C2 1.474, N4 1.321
2 C -0.7501 -1.3913 0.6756  C1 1.474, N5 1.439, H7 1.181, H8 1.029
3 C 0.6478 1.6082 -0.8250  N6 1.574, H9 1.058, H10 1.074, H11 1.051
4 N 0.1379 0.5535 1.2852  C1 1.321, N6 1.259
5 N 0.0860 -0.8482 -0.3615  C2 1.439, N6 1.338, H12 1.020
6 N 0.4943 0.3411 0.0967  C3 1.574, N4 1.259, N5 1.338
7 H -0.5254 -2.4405 1.1700  C2 1.181
8 H -1.7094 -1.4905 0.3177  C2 1.029
9 H 0.0657 1.3783 -1.6778  C3 1.058
10 H 0.3717 2.4386 -0.2024  C3 1.074
11 H 1.6878 1.5762 -0.9697  C3 1.051
12 H 0.2487 -1.3965 -1.2057  N5 1.020

---

x) # C3H6N3

A 2-piece molecular cluster, C3H6N3 overall (ωB97M-V/def2-TZVPD, the Open Molecules 2025 dataset).

**Spin multiplicity**: 1
**Charge**: +1
**Kohn-Sham gap (spin up / spin down)**: 7.87 / 7.88 eV
**Molar mass**: 84.1 g mol⁻¹
**HOMO (spin up / spin down)**: -13.84 / -13.67 eV

Each atom is followed by the atoms it is bonded to, with distances in Å.
Positions of all 12 atoms, in Å:
1 C 2.7533 -0.6979 0.1644  H7 1.125, H8 1.074
2 C 1.0192 0.8305 0.1401  N6 1.294, H9 1.115
3 C -1.3395 0.9188 -0.4236  N5 1.264, N6 1.395, H10 1.103
4 N -2.4805 -0.8671 0.4561  N5 1.271, H11 1.025
5 N -2.3739 0.2517 -0.1378  C3 1.264, N4 1.271
6 N -0.1182 0.2950 -0.1663  C2 1.294, C3 1.395, H12 0.996
7 H 2.6793 -1.5538 -0.5618  C1 1.125
8 H 3.3032 -0.5244 1.0700  C1 1.074
9 H 1.3162 1.8946 0.2941  C2 1.115
10 H -1.5122 1.8559 -0.9792  C3 1.103
11 H -2.9084 -1.7424 0.1389  N4 1.025
12 H -0.3385 -0.6609 0.0050  N6 0.996

---

y) # C3H6N3

An isolated ion of composition C3H6N3 and charge +1 (ωB97M-V/def2-TZVPD, the Open Molecules 2025 dataset).

**Spin multiplicity**: 1
**Charge**: +1
**Kohn-Sham gap**: 10.64 eV
**Molar mass**: 84.1 g mol⁻¹
**HOMO**: -15.33 eV

Each atom is followed by the atoms it is bonded to, with distances in Å.
Positions of all 12 atoms, in Å:
1 C -1.9202 1.0839 -0.1638  N4 1.268, H7 1.090, H8 1.141
2 C 1.9634 0.5661 0.3607  N5 1.287, H9 1.090, H10 1.162
3 C -0.1899 -0.6495 0.0135  N4 1.458, N5 1.400, N6 1.325
4 N -1.3215 0.1545 0.4578  C1 1.268, C3 1.458
5 N 0.9863 0.0446 -0.2956  C2 1.287, C3 1.400
6 N -0.0038 -1.9535 0.1588  C3 1.325, H11 1.028, H12 1.034
7 H -2.6694 1.6225 0.4163  C1 1.090
8 H -1.7597 1.2510 -1.2814  C1 1.141
9 H 2.7736 1.0854 -0.1522  C2 1.090
10 H 1.9815 0.4712 1.5185  C2 1.162
11 H -0.7176 -2.6903 0.2200  N6 1.028
12 H 0.9680 -2.2187 0.3937  N6 1.034

---

z) # C3H6N3

A 2-piece molecular cluster, C3H6N3 overall (ωB97M-V/def2-TZVPD, the Open Molecules 2025 dataset).

**Spin multiplicity**: 1
**Charge**: +1
**Kohn-Sham gap**: 11.88 eV
**Molar mass**: 84.1 g mol⁻¹
**HOMO**: -15.43 eV

Each atom is followed by the atoms it is bonded to, with distances in Å.
Positions of all 12 atoms, in Å:
1 C 1.2877 -1.8566 0.9287  N4 1.166, H7 1.083
2 C 0.9102 1.2820 -1.0569  N5 1.377, H8 1.067, H9 1.035, H10 1.188
3 C -1.0316 0.3342 0.0684  N5 1.156, N6 1.290
4 N 0.3575 -1.1601 0.8299  C1 1.166
5 N -0.2948 1.0768 -0.4238  C2 1.377, C3 1.156
6 N -2.0640 -0.1811 0.6455  C3 1.290, H11 0.949, H12 1.016
7 H 1.8997 -2.7345 1.0924  C1 1.083
8 H 1.7035 0.9304 -0.4364  C2 1.067
9 H 1.0920 2.3008 -1.0684  C2 1.035
10 H 1.0324 0.8016 -2.1361  C2 1.188
11 H -1.9127 -1.0399 1.0196  N6 0.949
12 H -2.9798 0.2463 0.5370  N6 1.016

---

Most favorable first, least favorable last: y), z), w), x)